(1)
ORCA calculation (ωB97M-V/def2-TZVPD) on C3H2F4O in the gas phase.

Last columns: bonded neighbours and bond lengths (Å).
CARTESIAN COORDINATES (ANGSTROEM)
1 C 1.049 0.233 -0.510  C2 1.429, O4 1.324, H9 1.034
2 C -0.170 0.685 0.084  C1 1.429, C3 1.807, F5 1.341, F6 1.446
3 C -1.640 -0.358 -0.045  C2 1.807, F7 1.317, F8 1.371
4 O 1.744 -0.656 0.182  C1 1.324, H10 1.002
5 F -0.559 1.863 -0.423  C2 1.341
6 F -0.085 0.746 1.526  C2 1.446
7 F -1.350 -1.344 0.778  C3 1.317
8 F -1.836 -0.900 -1.289  C3 1.371
9 H 1.510 0.522 -1.389  C1 1.034
10 H 1.336 -0.792 1.086  O4 1.002

## Properties
Kohn-Sham gap (alpha / beta), eV: 7.640 / 9.005
E, eV: -16056.6124
HOMO energy (alpha / beta), eV: -8.63 / -9.55
Max |F|, eV Å⁻¹: 3.05
Relative energy (zero: lowest compared OMol25 entry of this formula, charge and spin), kcal per mole: 79.4

Löwdin atomic charge list, values in e, 2 entries:
1 C -0.050
2 C -0.406



(2)
ORCA calculation (ωB97M-V/def2-TZVPD) on 2 unconnected molecules or ions with the total composition C3H2F6NO.

Last columns: bonded neighbours and bond lengths (Å).
CARTESIAN COORDINATES (ANGSTROEM)
1 C 1.186 0.396 -0.645  C2 1.493, F6 1.321, H12 1.182, H13 1.070
2 C -0.092 -0.306 -0.322  C1 1.493, C3 1.535, N4 1.448, F7 1.596
3 C -0.292 -0.201 1.196  C2 1.535, F8 1.350, F9 1.359, F10 1.371
4 N -1.189 -0.039 -1.230  C2 1.448, O5 1.213
5 O -2.206 -0.654 -0.988  N4 1.213
6 F 1.411 0.445 -1.946  C1 1.321
7 F 0.158 -1.868 -0.531  C2 1.596
8 F -0.056 1.039 1.675  C3 1.350
9 F 0.508 -1.108 1.817  C3 1.359
10 F -1.533 -0.541 1.669  C3 1.371
11 F -1.233 1.822 -0.367  no bonds
12 H 1.947 -0.338 -0.117  C1 1.182
13 H 1.391 1.352 -0.211  C1 1.070

## Properties
Kohn-Sham gap (alpha / beta), eV: 8.420 / 8.421
E, eV: -22983.8812
HOMO energy (alpha / beta), eV: -4.48 / -4.48
Max |F|, eV Å⁻¹: 3.95
Relative energy (zero: lowest compared OMol25 entry of this formula, charge and spin), kcal per mole: 0.0
Charge: -1

Löwdin atomic charge list, values in e, 2 entries:
1 C -0.210
2 C -0.271